A cluster of 6 separate species, C50H58ClF7N9O8P5S2 in total, computed with ωB97M-V/def2-TZVPD.

Output
Energy (eV): -182210.428
LUMO (Eh): -0.094
E_HOMO (eV): -8.3
Maximum force (eV/A): 9.83
Kohn-Sham gap (eV): 5.7
SMILES: CC(=O)N(C)CCCCc1cc2c(c([PH2]=N)c1[PH2]=O)Sc1c([PH2]=N)c(C[C@H](C)O)c(P(O)Cl)c(S(=O)(=O)C(F)(F)C(F)(F)C(F)(F)F)c1N2P(O)O.c1ccncc1.c1ccncc1.c1ccncc1.c1ccncc1.c1ccncc1

The geometry in XYZ format:
```
140
Properties=species:S:1:pos:R:3:forces:R:3:lowdin_charge:R:1
C 8.55695 0.06507 4.33344 0.818 -0.127 0.249 -0.0452
C 8.49426 0.41737 2.72715 2.159 5.062 -1.589 -0.3145
O 8.95333 1.60630 2.30925 -2.909 -7.258 2.651 -0.0321
N 7.90548 -0.52157 1.69170 0.006 0.312 2.513 -0.1687
C 8.32753 -1.96642 1.92347 0.244 -0.758 0.039 -0.1182
C 6.40232 -0.39589 1.85348 -1.269 -0.241 -1.610 -0.2070
C 5.65826 -0.59411 0.37098 0.286 -0.484 1.279 -0.1748
C 4.05849 -0.78993 0.70301 0.040 0.245 -1.107 -0.2120
C 3.18065 -0.23721 -0.56592 -0.992 0.195 -0.869 -0.2099
C 1.69707 0.36964 -0.15771 -3.107 0.910 0.647 -0.1236
C 0.34573 -0.53427 -0.35962 -0.325 3.005 1.134 0.0633
C -1.20828 -0.00767 -0.03116 4.852 2.322 1.122 -0.1904
C -1.33778 1.52211 0.52872 3.509 -2.241 -1.056 -0.3710
C 0.03430 2.44897 0.76041 0.905 -3.028 -1.589 -0.2355
P -0.05968 4.27253 1.41893 -0.327 -0.709 2.842 0.6944
N -0.33255 4.26978 3.03493 1.197 0.647 -1.535 -0.3576
C 1.56746 1.90036 0.42492 -3.754 -3.825 -0.541 -0.2309
P 3.17287 2.91792 0.63383 -1.045 3.679 -3.545 0.7849
O 3.11935 4.15815 -0.38915 -0.704 -3.328 3.850 -0.5396
S -3.02916 2.24505 0.87791 0.337 -2.563 -0.320 0.8257
C -4.14145 0.69586 0.99651 -1.109 -1.638 0.220 -0.2962
C -5.59575 0.94269 1.74331 0.312 -4.909 -1.100 -0.2204
P -6.15661 2.64996 2.45528 1.173 1.878 -1.438 0.7018
N -5.88469 3.89774 1.45525 0.937 -0.658 2.176 -0.3568
C -6.61730 -0.33101 1.88666 3.830 0.133 -1.832 -0.1273
C -8.07942 -0.06638 2.58093 -0.015 0.404 -0.604 -0.1654
C -8.04361 0.24975 4.18778 -0.429 -0.860 0.453 -0.3640
C -7.00433 -0.67021 5.05946 -0.191 0.403 1.320 -0.0705
O -9.41919 -0.04832 4.70882 0.867 0.446 -1.645 -0.1136
C -6.10788 -1.78828 1.30172 0.803 3.735 0.379 -0.2550
P -7.38749 -3.24376 1.50663 0.853 -1.602 0.293 0.6715
O -8.00377 -3.31747 3.13307 1.462 1.412 -1.300 -0.3806
Cl -9.05228 -2.86062 0.17353 0.951 0.627 1.571 0.2061
C -4.62376 -2.03290 0.57058 -1.600 4.432 2.472 -0.1484
S -4.25182 -3.77556 0.01567 -0.722 -0.764 -9.769 0.8356
O -2.93593 -3.94017 -0.80727 -3.740 1.272 4.387 -0.3615
O -5.40625 -4.17772 -0.98345 3.429 1.441 4.891 -0.3679
C -4.22805 -5.07998 1.34452 -0.323 -4.600 1.700 -0.2295
F -3.16857 -6.07934 0.94039 -3.465 3.565 1.454 -0.0099
F -5.49245 -5.90260 1.43073 4.341 3.165 -0.335 -0.0034
C -3.82309 -4.58261 2.84749 -0.888 -1.773 2.771 -0.1132
F -4.77816 -3.64584 3.48774 2.942 -2.786 -2.403 0.0235
F -3.85262 -5.82693 3.70695 0.177 4.064 -2.740 0.0335
C -2.30867 -3.97852 3.01158 3.303 1.522 2.197 -0.1379
F -2.00031 -2.80038 2.17247 -1.295 -4.316 2.636 0.0494
F -2.20878 -3.50008 4.44148 -0.392 -1.632 -4.922 0.0287
F -1.21969 -4.98125 2.85633 -4.213 3.584 0.235 0.0589
C -3.60091 -0.72162 0.38332 -3.431 -0.872 1.898 -0.1675
N -2.30681 -0.98612 -0.33343 -0.022 3.615 0.955 -0.2572
P -2.64992 -0.84367 -2.10767 -0.312 -0.342 -2.683 0.9990
O -1.55611 -2.01745 -2.85990 -0.399 2.018 3.518 -0.3108
O -2.13319 0.77038 -2.56141 -1.267 -1.522 0.171 -0.3303
H 9.39742 0.76004 4.80831 -2.057 -1.376 -1.145 0.1014
H 7.53326 0.22285 4.90225 2.018 -0.157 -1.469 0.0966
H 8.89133 -1.04491 4.55616 -0.749 2.212 -0.711 0.0743
H 7.82683 -2.68040 1.11906 0.980 1.730 1.654 0.1018
H 8.00395 -2.35511 2.99664 0.682 0.673 -2.123 0.0885
H 9.49493 -2.06042 1.79039 -2.397 0.246 0.350 0.1101
H 6.02949 -1.27684 2.53072 0.396 1.830 -0.896 0.1237
H 6.04802 0.67040 2.22929 1.036 -2.285 -0.478 0.1403
H 5.90420 0.29231 -0.35391 -0.563 -1.522 1.506 0.0990
H 6.10369 -1.57240 -0.10030 -0.979 1.870 0.793 0.1096
H 3.84884 -1.94922 0.78855 0.266 2.497 0.225 0.1239
H 3.71787 -0.19976 1.67563 0.858 -1.384 -1.930 0.1179
H 3.04158 -1.11962 -1.35666 0.103 1.958 1.774 0.1300
H 3.72277 0.63002 -1.18068 -0.996 -1.905 1.505 0.1087
H 0.48440 -1.62541 -0.78587 -0.325 2.475 1.009 0.0975
H -1.09196 4.93087 0.65746 0.802 -0.764 0.067 -0.0181
H 1.19992 4.94851 1.21504 -0.820 -0.661 -0.892 0.0015
H 0.47306 4.77185 3.50564 -1.263 -0.816 -0.774 -0.0442
H 4.37596 2.17343 0.25497 -1.183 -0.018 0.767 0.0204
H 3.36363 3.35898 2.01342 -0.328 -0.744 -0.907 0.0252
H -5.40818 2.79934 3.71102 -0.918 -0.650 -0.776 0.0323
H -7.59424 2.68905 2.75531 1.344 -1.025 -0.097 0.0201
H -5.20637 4.51386 1.99535 -0.903 -0.815 -1.152 -0.0348
H -8.86281 -0.93824 2.42195 2.041 1.542 0.261 0.0938
H -8.54849 0.87458 2.01603 1.046 -2.015 1.185 0.1235
H -7.83555 1.36758 4.47211 -0.243 -2.054 -0.935 0.1129
H -5.94803 -0.82322 4.57521 -2.150 0.280 0.670 0.0832
H -7.49181 -1.70233 5.40914 0.978 2.292 -1.088 0.0981
H -6.81117 -0.07688 6.07735 -0.404 -1.332 -2.205 0.1005
H -10.09248 0.01184 3.96835 1.375 0.020 1.205 0.1039
H -7.27179 -3.15598 3.79992 -1.066 -0.102 -1.169 0.0385
H -1.10756 -2.48138 -2.07950 -0.766 0.593 -1.619 0.0392
H -2.91584 1.25784 -2.99080 1.511 -1.402 0.948 0.0841
N 6.31422 2.74844 -1.89947 0.536 0.842 -0.097 0.0507
C 7.58098 3.04621 -2.26280 -0.664 -0.444 0.255 -0.1505
C 8.05126 4.33900 -2.42912 -0.158 0.172 0.035 -0.0795
C 7.16946 5.39289 -2.21409 -0.060 -0.058 0.032 -0.0817
C 5.85784 5.11817 -1.84087 0.324 0.086 -0.086 -0.0670
C 5.48172 3.79248 -1.69602 0.437 -1.025 -0.324 -0.1782
H 8.22974 2.18982 -2.42209 0.003 0.226 0.016 0.0722
H 9.07993 4.51975 -2.71971 -0.112 -0.121 0.001 0.0913
H 7.50149 6.41980 -2.33606 -0.024 -0.099 0.010 0.1009
H 5.14612 5.91709 -1.66639 -0.001 -0.151 0.025 0.1014
H 4.46997 3.52671 -1.40270 0.483 0.367 -0.464 0.0221
N 10.01031 2.17586 -4.34251 0.733 -0.626 -0.569 0.0611
C 10.98401 2.69060 -5.12500 -0.709 -0.278 0.568 -0.1432
C 11.86236 1.91976 -5.86962 -0.047 -0.260 0.032 -0.0778
C 11.73938 0.53577 -5.80674 -0.013 -0.008 0.009 -0.0813
C 10.74753 -0.02430 -5.00819 0.196 0.142 -0.163 -0.0749
C 9.91428 0.82913 -4.30304 -0.015 0.951 0.034 -0.1445
H 11.04165 3.77511 -5.13821 0.025 -0.070 -0.032 0.1020
H 12.62410 2.38711 -6.48328 -0.076 -0.024 0.065 0.1007
H 12.41061 -0.10119 -6.37541 -0.077 0.074 0.066 0.1044
H 10.62603 -1.09923 -4.93732 -0.009 0.105 0.006 0.1012
H 9.12248 0.44048 -3.66876 0.059 -0.029 -0.051 0.0978
N -6.96584 -2.75680 -4.67882 -1.028 -0.148 0.165 0.0574
C -7.99417 -2.48866 -5.51309 0.764 -0.153 0.521 -0.1585
C -9.32051 -2.75278 -5.21106 -0.030 -0.089 0.215 -0.0865
C -9.61272 -3.33091 -3.98026 0.031 -0.013 0.039 -0.0838
C -8.57501 -3.62056 -3.10027 -0.294 0.017 -0.277 -0.1069
C -7.28076 -3.31628 -3.49044 0.502 0.356 -0.688 -0.1381
H -7.71476 -2.04103 -6.46241 -0.060 -0.025 0.045 0.0981
H -10.10650 -2.51397 -5.91848 0.081 -0.016 0.041 0.0973
H -10.64050 -3.55372 -3.70881 0.098 0.017 -0.035 0.1028
H -8.76961 -4.07163 -2.13387 0.095 0.015 -0.216 0.0415
H -6.43689 -3.51990 -2.83719 -0.163 0.010 -0.076 0.0741
N -1.17165 7.18342 0.73551 -0.488 1.198 0.000 0.0178
C -2.40316 7.40640 1.24444 0.801 -0.253 -0.309 -0.1437
C -3.01943 8.64747 1.25512 0.169 0.166 -0.109 -0.0693
C -2.33123 9.72871 0.71493 0.015 -0.012 0.000 -0.0758
C -1.06033 9.53114 0.18493 -0.265 -0.009 0.122 -0.0729
C -0.52878 8.25193 0.21642 -0.263 -0.750 0.278 -0.1379
H -2.89812 6.53217 1.65723 0.007 0.051 0.014 0.0968
H -4.01166 8.76817 1.67485 0.099 -0.043 -0.039 0.1033
H -2.78147 10.71707 0.70671 0.052 -0.119 0.001 0.1062
H -0.49785 10.35327 -0.24285 -0.034 -0.105 0.034 0.1029
H 0.45824 8.04599 -0.18816 -0.068 0.054 0.018 0.1064
N -0.48812 -6.48839 -2.63264 0.010 -0.899 0.524 0.0596
C 0.07533 -7.65702 -3.00974 -0.361 0.853 0.173 -0.1556
C -0.02927 -8.83262 -2.28368 -0.136 0.026 0.214 -0.0841
C -0.75219 -8.81035 -1.09565 -0.013 0.020 0.014 -0.0782
C -1.34257 -7.62139 -0.67981 0.197 -0.378 -0.103 -0.0720
C -1.18525 -6.49817 -1.47576 0.424 0.268 -0.735 -0.1385
H 0.63169 -7.62253 -3.94190 -0.033 -0.045 0.060 0.0993
H 0.44185 -9.74333 -2.63570 -0.033 0.089 0.012 0.0984
H -0.85495 -9.71196 -0.49884 0.012 0.091 -0.067 0.1037
H -1.91192 -7.57097 0.24137 0.192 -0.121 -0.220 0.0828
H -1.63005 -5.54729 -1.19596 0.075 -0.268 -0.029 0.0645
```
Forces are in eV/Å.